89
Properties=species:S:1:pos:R:3:forces:R:3 method="wB97M-V/def2-TZVPD" e_tot_ha=-2544.75188 multiplicity=1 lumo_energy_ev=0.4 gap_ev=9.0
O 1.1700 3.7802 7.5878 -0.0031 0.0489 -0.1468
S 1.1722 4.5363 6.3576 0.0228 -0.0252 0.1033
O 2.6375 4.3199 5.6675 0.0022 0.0066 0.1459
S 3.2417 2.7383 5.6233 0.0922 0.0873 -0.0329
O 0.3114 3.6718 5.3035 -0.0904 0.0165 0.0794
C -0.8288 4.3367 4.6985 0.0484 -0.0866 -0.1587
C -1.9494 3.3150 4.5640 -0.2026 0.2468 0.2768
C -3.1048 3.5840 5.5189 0.0254 -0.1139 0.0426
O -4.0914 2.5681 5.4500 0.1071 -0.2284 -0.0338
H 3.3615 2.7387 4.2891 -0.0598 -0.1019 -0.0489
H -1.1293 5.1853 5.3206 0.0209 0.0065 -0.0259
H -0.5105 4.7127 3.7264 0.0092 0.0463 0.0249
H -1.5308 2.3403 4.8102 -0.0184 -0.0523 -0.2615
H -2.3355 3.2886 3.5444 0.0882 -0.1135 -0.0214
H -3.6201 4.5114 5.2608 0.0485 0.0229 0.0436
H -2.7211 3.6771 6.5439 -0.0017 0.0584 -0.0218
H -3.6452 1.7093 5.4928 -0.1318 0.2437 -0.0094
C 1.7922 -3.8056 3.1020 0.0268 -0.0043 0.0173
O 2.1670 -2.6783 2.3410 -0.0964 -0.0162 0.0383
C 1.6946 -2.6807 0.9993 0.1001 0.0373 -0.1156
C 0.6250 -1.6398 0.7744 -0.1759 0.0478 0.0486
N -0.6190 -1.9729 1.4540 0.1695 0.0453 0.1091
C -1.6318 -0.9267 1.3975 -0.0655 -0.1445 -0.0195
C -1.3144 0.4417 1.9875 -0.0854 0.1264 -0.0638
O -1.2014 0.4630 3.3977 0.0512 -0.1761 0.0639
C 0.0590 0.0866 3.9221 -0.0199 0.0656 0.0481
H 2.3559 -3.7682 4.0326 -0.0057 0.0079 0.0015
H 0.7227 -3.8144 3.3418 -0.0052 -0.0173 -0.0348
H 2.0350 -4.7373 2.5807 0.0019 -0.0062 0.0076
H 1.3308 -3.6728 0.7140 -0.0302 0.0037 0.0316
H 2.5412 -2.4318 0.3561 0.0249 -0.0357 0.0196
H 0.4326 -1.5864 -0.3009 0.0211 0.0027 -0.0041
H 1.0312 -0.6693 1.0943 0.0763 -0.0098 -0.0790
H -0.4180 -2.2054 2.4183 -0.0470 0.0432 0.0162
H -2.5293 -1.3040 1.8938 -0.0056 0.0114 -0.0101
H -1.8948 -0.7768 0.3442 -0.0055 -0.0077 -0.0025
H -2.1502 1.1034 1.7445 0.0283 0.0242 -0.0065
H -0.4195 0.8886 1.5353 0.0251 -0.0481 0.0095
H 0.8722 0.3695 3.2472 0.0103 -0.0146 -0.0028
H 0.1218 -0.9873 4.1199 0.0257 -0.0098 -0.0526
H 0.1966 0.6155 4.8663 0.0054 0.0121 -0.0088
C 3.2591 -7.2160 -4.2027 0.0463 -0.0260 -0.0125
O 3.6204 -6.0636 -4.9333 -0.0520 0.0194 0.0634
C 2.7670 -5.7569 -6.0282 0.0305 -0.0033 -0.0995
C 1.9674 -4.4997 -5.7672 -0.0409 0.0130 0.0615
N 0.9836 -4.7089 -4.7167 0.1288 0.0155 0.0659
C 0.3044 -3.5052 -4.2560 -0.0820 -0.0820 -0.0069
C 1.1413 -2.3973 -3.6274 -0.0533 0.1233 -0.0081
O 1.7090 -2.7344 -2.3737 0.0406 0.0018 0.0068
C 2.9290 -3.4493 -2.4232 -0.0071 -0.0420 0.1056
H 4.0793 -7.4341 -3.5210 -0.0026 0.0075 0.0040
H 2.3449 -7.0722 -3.6153 -0.0214 -0.0105 -0.0322
H 3.1120 -8.0767 -4.8626 0.0029 -0.0089 0.0081
H 2.1011 -6.5991 -6.2407 -0.0349 0.0273 0.0216
H 3.4011 -5.5941 -6.9037 0.0123 -0.0287 0.0067
H 1.4454 -4.2194 -6.6878 -0.0052 0.0205 0.0067
H 2.6814 -3.6965 -5.5365 0.0133 0.0007 -0.0522
H 1.4310 -5.1599 -3.9295 -0.0118 0.0030 0.0014
H -0.4430 -3.8107 -3.5196 -0.0156 0.0149 -0.0142
H -0.2426 -3.0751 -5.1021 0.0184 0.0111 -0.0076
H 0.4702 -1.5559 -3.4329 0.0207 0.0083 0.0117
H 1.9227 -2.0305 -4.3042 0.0159 -0.0699 -0.0104
H 3.5395 -3.1697 -3.2861 -0.0545 0.0148 -0.0388
H 2.7670 -4.5310 -2.4415 0.0443 -0.0019 -0.0665
H 3.4846 -3.2133 -1.5161 0.0103 0.0127 -0.0100
C -0.0448 1.2718 -1.9417 -0.0130 0.0012 -0.0080
O -1.1590 1.6617 -2.7164 0.0074 0.0354 0.0709
C -2.4180 1.4499 -2.0889 -0.0701 -0.0743 -0.0545
C -3.0537 2.7446 -1.6324 0.0490 0.0511 0.0550
N -2.3208 3.3236 -0.5154 0.0791 0.0084 -0.0999
C -2.7436 4.6621 -0.1225 -0.0046 -0.0606 0.0997
C -2.6103 5.7900 -1.1390 -0.0760 0.0822 0.0084
O -1.2746 6.1380 -1.4482 0.0337 -0.0581 0.0275
C -0.6557 5.3604 -2.4532 0.0213 0.0664 -0.0227
H 0.8269 1.2738 -2.5940 -0.0124 0.0010 -0.0147
H 0.1444 1.9591 -1.1083 0.0167 -0.0390 0.0288
H -0.1800 0.2665 -1.5309 0.0388 -0.0077 -0.0058
H -2.3078 0.7675 -1.2401 -0.0018 0.0187 0.0074
H -3.0703 0.9730 -2.8248 0.0117 0.0051 -0.0059
H -4.0763 2.5311 -1.3048 -0.0118 0.0232 -0.0097
H -3.1189 3.4124 -2.5025 -0.0238 -0.0244 -0.0133
H -1.3349 3.3410 -0.7402 -0.0051 0.0274 0.0059
H -2.1607 4.9447 0.7582 -0.0203 0.0058 0.0146
H -3.7911 4.6108 0.1942 -0.0078 0.0000 -0.0216
H -3.0547 6.6832 -0.6933 0.0086 0.0106 -0.0203
H -3.1670 5.5821 -2.0613 0.0286 -0.0581 0.0053
H -1.3751 5.0389 -3.2123 0.0041 -0.0120 -0.0018
H -0.1569 4.4746 -2.0483 -0.0324 -0.0242 -0.0189
H 0.1001 5.9845 -2.9291 -0.0042 0.0018 0.0027

=====

8
Properties=species:S:1:pos:R:3:forces:R:3 method="wB97M-V/def2-TZVPD" e_tot_ha=-316.32321 multiplicity=1 lumo_energy_ev=-0.6 gap_ev=9.3
N 0.6041 -0.2643 -0.1435 -1.7426 -0.3143 0.1869
N 1.8817 0.2473 -0.0329 0.2658 0.3674 0.2778
N -0.2417 0.5994 0.0953 1.3170 0.0204 0.3619
O -1.5207 0.5307 0.2017 -1.3462 -1.8054 -0.8347
O -2.4180 -0.8845 -0.0570 1.5317 1.3302 0.0533
H 2.5581 -0.4686 0.2321 -0.6541 -0.0492 -0.2774
H 1.8750 0.9766 0.6739 0.2435 0.1826 -0.1508
H -2.7385 -0.7366 -0.9698 0.3848 0.2684 0.3831

=====

57
Properties=species:S:1:pos:R:3:forces:R:3 method="wB97M-V/def2-TZVPD" e_tot_ha=-1136.53921 charge=+1 multiplicity=1 lumo_energy_ev=-2.3 gap_ev=8.3
O 0.7727 -1.3928 -1.5252 4.3363 2.3280 0.1153
C 1.8595 -0.7651 -1.4185 -3.1297 -1.5472 -0.8231
O 2.4974 -0.1154 -2.5363 -1.3395 -0.2558 2.6136
C 2.0222 1.2885 -2.4969 -1.1231 1.2157 -0.8951
C 1.2023 1.6282 -3.8659 -0.8281 -0.1763 0.0680
C -0.1447 2.4828 -3.5588 -0.2667 0.5115 -1.1268
C -1.3129 2.1663 -4.6413 -2.7374 -2.5039 1.3836
O -2.1859 1.2989 -4.3448 3.7236 3.3999 -1.4369
O -1.3968 2.8014 -5.9104 0.2598 -0.1366 2.1080
C 3.2188 2.3319 -2.2831 0.5554 -0.4670 0.8520
C 2.8684 3.5809 -1.3550 -0.7150 3.5404 2.2097
C 1.4931 3.8209 -0.6516 2.2345 2.2128 0.6661
C 1.2128 5.0493 0.2928 3.4532 -0.4049 -1.5429
C 2.3121 6.1068 0.5676 0.0679 -3.5613 -2.6113
C 3.6811 5.9270 -0.1544 -2.7517 -2.2335 -0.2369
C 3.9546 4.6929 -1.0897 -2.7210 0.8977 1.7324
H 2.2924 -0.6944 -0.3464 0.0860 0.2927 -1.9107
H 1.2251 1.3106 -1.6674 1.4151 0.3894 -1.0487
H 1.8177 2.2381 -4.6086 -0.6218 -1.0405 1.0797
H 0.8566 0.6558 -4.3686 0.7569 1.3032 0.8667
H 0.0818 3.6092 -3.6446 -0.2844 -1.6861 0.4917
H -0.5947 2.2113 -2.5377 0.6323 0.4697 -1.6698
H -1.4708 3.7797 -5.8263 0.4025 -0.8946 0.1142
H 4.0735 1.7488 -1.7613 -1.3536 0.9461 -0.7483
H 3.6643 2.6536 -3.2998 -0.9254 -0.3629 1.6310
H 0.6191 3.1052 -0.7936 1.4494 1.0645 0.1641
H 0.1867 5.1505 0.7926 1.7454 -0.2283 -0.9183
H 2.0490 6.9618 1.2740 0.7237 -1.2597 -1.2202
H 4.4646 6.7438 0.0398 -1.1560 -1.6403 -0.5442
H 5.0000 4.6663 -1.5661 -1.9010 -0.2012 0.7206
C 0.1208 -1.1323 1.8945 0.1260 0.0457 0.1557
C 0.2588 -2.6298 1.6165 0.0143 0.3591 -0.2000
C -1.0619 -3.2731 1.1935 0.2757 -0.1720 0.1627
N -1.8658 -3.9534 2.3112 -0.3729 -0.5247 0.0411
C -1.3311 -5.3501 2.5489 -0.0858 0.4912 -0.2444
C -1.9149 -3.1862 3.6300 0.1536 -0.0084 -0.1335
C -3.0237 -2.1863 3.4243 0.0080 0.3350 -0.0369
C -4.0964 -3.0210 2.7504 -0.5952 -0.0349 0.0634
C -3.3513 -4.0255 1.8754 0.1891 -0.0624 0.0146
H -0.3716 -0.9309 2.8464 0.0108 0.0897 -0.0028
H 1.1076 -0.6642 1.9305 -0.1122 -0.0088 0.0779
H -0.4500 -0.6370 1.1049 0.0743 -0.0847 0.0074
H 0.7281 -3.1410 2.4622 -0.0894 -0.0805 -0.0565
H 0.9548 -2.7295 0.7776 -0.2112 -0.1921 0.0520
H -0.8676 -4.0539 0.4524 -0.2475 0.0291 0.1522
H -1.7093 -2.5309 0.7227 0.0530 -0.0524 0.1615
H -0.2948 -5.2716 2.8778 -0.0886 -0.0564 -0.0457
H -1.3994 -5.9089 1.6129 0.0710 0.0977 0.1609
H -1.9403 -5.8340 3.3127 0.0953 0.0999 -0.0577
H -2.1856 -3.8997 4.4165 0.0441 0.0173 -0.2517
H -0.9416 -2.7661 3.8740 -0.0006 -0.1043 -0.1674
H -2.7080 -1.3713 2.7657 0.0694 -0.0527 0.1324
H -3.3671 -1.7492 4.3621 0.1027 -0.0253 -0.0543
H -4.7913 -2.4090 2.1727 0.0731 -0.1282 0.0155
H -4.6842 -3.5587 3.5013 0.0743 0.1069 -0.0906
H -3.4187 -3.7883 0.8128 0.1805 -0.1281 0.1380
H -3.7156 -5.0409 2.0357 0.2008 0.0729 -0.0771

=====

19
Properties=species:S:1:pos:R:3:forces:R:3 method="wB97M-V/def2-TZVPD" smiles=CNC(C)C.O e_tot_ha=-290.14970 multiplicity=1 lumo_energy_ev=0.8 gap_ev=9.5
C 0.5935 -2.0999 1.5900 0.0588 -1.3929 -1.6539
N 0.5422 -1.3937 0.2718 -0.4735 -0.3604 1.4096
C 0.3553 0.0596 0.3993 1.4224 -0.3148 0.2789
C -0.6536 0.4934 1.4605 0.1890 -0.6440 0.1016
C 1.7223 0.7490 0.6385 -0.1153 0.9959 -0.2871
H 0.6655 -1.4836 2.4767 0.2418 0.0565 0.0480
H -0.2236 -2.8225 1.6650 -0.5631 0.5767 0.2811
H 1.4089 -2.8234 1.4728 0.3931 0.4259 0.6834
H 1.4279 -1.6332 -0.1524 -0.0959 0.5959 -0.3756
H -0.0167 0.4058 -0.5666 -0.1393 0.0920 0.0176
H -0.6966 1.5575 1.2418 -1.1594 0.0612 0.3335
H -1.5477 -0.1405 1.4673 -0.4164 0.7594 -0.8979
H -0.4166 0.3788 2.5203 1.0428 0.1765 -0.1190
H 1.6450 1.8121 0.9070 -0.3966 -0.1563 0.2058
H 2.3113 0.2874 1.4305 -0.0617 -0.2495 -0.0589
H 2.3085 0.8299 -0.2820 0.0727 -0.6145 0.0260
O -2.2733 1.9352 -3.8141 -0.4072 1.3560 0.0781
H -1.7774 1.3952 -3.2059 0.0502 -0.7316 -0.3563
H -2.5478 1.5146 -4.6292 0.3576 -0.6321 0.2851